Model a:
DFT (ωB97M-V with the def2-TZVPD basis set) results for a cluster of 2 separate species, C2H2FIO in total.

Values from the calculation:
**Charge**: 0
**Lowest unoccupied orbital energy**: -0.51 eV
**2S+1**: 1
**Kohn-Sham gap**: 8.61 eV

Last column: Löwdin charge in e.
Element x y z (Å)
C  -0.8083  -0.1065  0.8944  0.10
C  -0.7378  -1.1140  0.2533  -0.27
O  0.6256  1.7925  0.0640  -1.04
F  -1.0095  -2.3484  0.0340  0.10
I  1.7305  1.2109  -1.2744  1.24
H  -0.9507  0.9311  0.9864  0.02
H  1.1503  -0.3656  -0.9576  -0.15

---

Model b:
DFT (ωB97M-V with the def2-TZVPD basis set) results for the molecule C2H2FIO.

Values from the calculation:
**Charge**: 0
**Lowest unoccupied orbital energy**: -0.49 eV
**2S+1**: 1
**Kohn-Sham gap**: 9.67 eV

Last column: Löwdin charge in e.
Element x y z (Å)
O  -1.1377  0.8181  1.3359  0.07
C  -0.7104  -0.0604  0.6197  -0.34
C  0.2425  0.1252  -0.5186  -0.79
F  0.3508  1.3794  -0.8873  -0.03
I  2.1960  -0.5848  0.0864  0.83
H  -0.9047  -1.2203  0.8269  0.15
H  -0.0366  -0.4572  -1.4630  0.12

---

What are the relative energies? In kJ/mol: model a 579.0; model b 0.0.

---

Model a:
DFT (ωB97M-V with the def2-TZVPD basis set) results for the molecule C3H4O2S.

Values from the calculation:
**Charge**: 0
**Lowest unoccupied orbital energy**: 0.56 eV
**2S+1**: 1
**Kohn-Sham gap**: 10.06 eV

Last column: Löwdin charge in e.
Element x y z (Å)
C  -0.2642  -0.0693  0.3550  -0.04
C  1.0758  0.2759  0.3738  -0.42
C  -1.8883  0.1858  -0.1980  -0.03
O  1.9170  1.1775  -0.2583  -0.26
O  3.2298  -1.0675  -0.4434  -0.44
S  2.8191  -0.0437  0.4515  1.00
H  -0.3735  -0.9752  0.8313  0.03
H  -2.1005  0.0609  -1.3513  0.09
H  -2.0794  1.1758  -0.0080  0.00
H  -2.3358  -0.7202  0.2473  0.06

---

Model b:
DFT (ωB97M-V with the def2-TZVPD basis set) results for the molecule C3H4O2S.

Values from the calculation:
**Charge**: 0
**Lowest unoccupied orbital energy**: 0.05 eV
**2S+1**: 1
**Kohn-Sham gap**: 9.06 eV

Last column: Löwdin charge in e.
Element x y z (Å)
O  -2.5910  -0.5981  -0.5903  0.03
C  -1.5251  -0.7594  -0.1316  -0.38
C  -0.3931  0.1406  -0.3822  -0.33
S  -1.1054  1.7426  -1.6003  0.64
C  0.8018  0.1859  0.2013  -0.22
O  1.7300  1.1964  0.1014  -0.03
H  -1.1986  -1.5854  0.6572  0.15
H  -1.4867  0.7161  -2.3781  -0.18
H  1.2277  -0.7538  0.7687  0.16
H  2.5004  1.1340  0.7683  0.15

---

What are the relative energies? In kJ/mol: model a 185.2; model b 0.0.

---

Model a:
DFT (ωB97M-V with the def2-TZVPD basis set) results for the molecule C3H4O2S.

Values from the calculation:
**Charge**: 0
**Lowest unoccupied orbital energy**: 0.73 eV
**2S+1**: 1
**Kohn-Sham gap**: 11.71 eV

Last column: Löwdin charge in e.
Element x y z (Å)
C  2.2172  0.4982  -1.0392  0.09
C  1.2334  -0.0342  -0.6263  -0.18
S  -0.0529  -0.7545  0.3768  0.63
C  -1.4266  0.3558  0.3448  -0.14
O  0.5323  -0.7861  1.6789  -0.31
O  -0.5223  -2.0372  -0.2831  -0.35
H  3.0390  1.0024  -1.5071  0.04
H  -2.1096  -0.3481  -0.0553  0.04
H  -1.5436  0.8188  1.3599  0.09
H  -1.3670  1.2850  -0.2494  0.08

---

Model b:
DFT (ωB97M-V with the def2-TZVPD basis set) results for a cluster of 2 separate species, C3H4O2S in total.

Values from the calculation:
**Charge**: 0
**Lowest unoccupied orbital energy**: -0.76 eV
**2S+1**: 1
**Kohn-Sham gap**: 9.01 eV

Last column: Löwdin charge in e.
Element x y z (Å)
C  -1.8999  0.4817  0.4868  -0.10
C  -1.1899  -0.9159  0.5778  -0.25
C  0.8911  -0.0534  -0.5093  -0.70
H  -1.5317  1.1804  1.7222  0.22
H  -1.7771  -1.6469  -0.1095  0.15
H  -1.6192  -1.3033  1.5965  0.15
H  0.1370  0.1275  -1.3070  0.09
O  -2.8470  0.9834  -0.4584  -0.12
O  0.2431  -0.7955  0.5860  -0.22
S  2.4259  0.1916  -0.3909  0.79

---

What are the relative energies? In kJ/mol: model a 0.0; model b 135.3.

---

Model a:
DFT (ωB97M-V with the def2-TZVPD basis set) results for the molecule C3H4O2S.

Values from the calculation:
**Charge**: 0
**Lowest unoccupied orbital energy**: 0.59 eV
**2S+1**: 1
**Kohn-Sham gap**: 10.38 eV

Last column: Löwdin charge in e.
Element x y z (Å)
O  -1.8234  -1.9044  -0.7441  0.08
C  -0.9436  -1.2406  -0.3067  -0.33
C  -0.8472  0.2916  -0.3814  -0.46
S  0.7424  0.8757  -0.9478  0.92
C  1.6757  0.7291  0.5859  -0.58
O  1.2098  0.3663  1.6106  0.00
H  -0.0121  -1.6494  0.1990  0.13
H  -1.6320  0.6332  -1.0664  0.09
H  -1.0342  0.6904  0.6228  0.09
H  2.6645  1.2080  0.4280  0.08

---

Model b:
DFT (ωB97M-V with the def2-TZVPD basis set) results for the molecule C3H4O2S.

Values from the calculation:
**Charge**: 0
**Lowest unoccupied orbital energy**: -1.05 eV
**2S+1**: 1
**Kohn-Sham gap**: 8.64 eV

Last column: Löwdin charge in e.
Element x y z (Å)
O  0.8324  2.0249  0.0882  -0.01
C  0.3745  1.0847  -0.6419  -0.15
C  -0.4778  0.0651  0.1343  -0.46
O  -1.3157  -0.8283  -0.6471  -0.14
C  0.5251  -0.6341  0.8846  -0.55
S  1.0772  -2.0582  0.3392  0.80
H  0.0611  1.2692  -1.7565  0.17
H  -1.3312  0.9066  0.6536  0.25
H  -0.7604  -1.7236  -0.6723  0.04
H  1.0148  -0.1063  1.6179  0.05

---

What are the relative energies? In kJ/mol: model a 0.0; model b 224.6.

---

Model a:
DFT (ωB97M-V with the def2-TZVPD basis set) results for a cluster of 2 separate species, C4H11N3O2 in total.

Values from the calculation:
**Charge**: +1
**Lowest unoccupied orbital energy (alpha / beta)**: -3.36 / -8.10 eV
**2S+1**: 2
**Kohn-Sham gap (alpha / beta)**: 10.08 / 5.34 eV

Last column: Löwdin spin population.
Element x y z (Å)
C  2.5773  -0.7741  -0.9005  0.00
C  1.5676  -1.2295  -1.9156  0.00
O  0.5069  -0.3583  -2.0059  0.00
O  1.6298  -2.2055  -2.5957  0.00
H  3.2819  -0.1081  -1.3972  0.00
H  3.1279  -1.6698  -0.6214  0.00
H  2.1094  -0.2624  -0.0559  0.00
C  -0.8594  0.6105  3.2794  0.05
C  -1.4122  0.9436  0.8441  0.03
N  -2.2988  0.2196  0.3219  0.43
N  -1.5922  1.2735  2.2263  0.45
N  -0.2685  1.3483  0.3021  -0.02
H  -3.1052  -0.1019  0.8465  0.02
H  -0.0760  -0.6224  -2.7434  0.00
H  -2.5545  1.4921  2.5020  0.01
H  0.1584  2.2030  0.6458  0.00
H  -0.1912  1.1887  -0.7006  0.00
H  -1.1942  0.9818  4.2431  0.01
H  0.2166  0.6821  3.1131  0.01
H  -1.0620  -0.4743  3.2532  0.03

---

Model b:
DFT (ωB97M-V with the def2-TZVPD basis set) results for a cluster of 2 separate species, C4H11N3O2 in total.

Values from the calculation:
**Charge**: +1
**Lowest unoccupied orbital energy (alpha / beta)**: -4.19 / -8.34 eV
**2S+1**: 2
**Kohn-Sham gap (alpha / beta)**: 9.81 / 5.65 eV

Last column: Löwdin spin population.
Element x y z (Å)
C  0.6283  -2.6881  -2.8916  0.00
C  0.1991  -1.4894  -2.0381  0.00
O  -0.7428  -0.8584  -1.7530  0.00
O  1.3602  -0.8581  -1.5695  0.00
H  1.7600  -2.8747  -3.1428  0.00
H  -0.0635  -2.8985  -3.6853  0.00
H  0.6929  -3.3640  -2.0242  0.00
C  0.2346  0.2096  2.6342  0.04
C  -0.7975  1.7932  1.1286  0.04
N  -0.3748  2.1177  -0.1665  0.04
N  -0.6353  0.4487  1.4915  0.26
N  -1.4300  2.7696  1.8292  0.57
H  -0.0669  3.0810  -0.4013  0.00
H  -0.8128  1.5870  -0.9725  0.00
H  -0.4660  -0.2831  0.6546  0.00
H  -1.8306  2.5554  2.7990  0.01
H  1.1823  0.0745  -1.1258  0.00
H  -0.2375  0.8777  3.5128  0.02
H  1.3169  0.6032  2.6828  0.02
H  0.0835  -0.8033  3.0381  0.00

---

What are the relative energies? In kJ/mol: model a 0.0; model b 256.2.

---

Model a:
DFT (ωB97M-V with the def2-TZVPD basis set) results for the molecule C2H4N2O3.

Values from the calculation:
**Charge**: 0
**Lowest unoccupied orbital energy**: -0.08 eV
**2S+1**: 1
**Kohn-Sham gap**: 9.24 eV

Last column: Löwdin charge in e.
Element x y z (Å)
N  -2.2674  0.2823  0.2177  0.16
C  -1.0558  -0.1256  -0.2196  -0.66
O  -0.7180  -0.0892  -1.4232  0.00
N  -0.1585  -0.4209  0.7313  0.18
C  1.0205  -0.2059  0.1943  -0.45
O  1.4475  0.9821  -0.2532  0.15
O  2.0043  -1.0725  0.4737  0.15
H  -2.9867  0.4276  -0.4716  0.11
H  -2.5178  0.0403  1.1626  0.10
H  2.3641  0.9844  -0.5526  0.13
H  2.8678  -0.8026  0.1406  0.12

---

Model b:
DFT (ωB97M-V with the def2-TZVPD basis set) results for the molecule C2H4N2O3.

Values from the calculation:
**Charge**: 0
**Lowest unoccupied orbital energy**: 0.48 eV
**2S+1**: 1
**Kohn-Sham gap**: 10.01 eV

Last column: Löwdin charge in e.
Element x y z (Å)
O  0.9715  -1.8451  0.2648  0.08
C  1.4389  -0.7332  0.1161  -0.40
O  1.0482  0.1251  -0.7028  0.01
N  -0.2505  0.1378  -1.1449  0.00
C  -1.3880  0.1339  -0.3761  -0.28
N  -1.5299  0.6045  0.7880  0.03
O  -0.3566  1.4846  0.9636  -0.12
H  2.2870  -0.3776  0.6034  0.13
H  -0.4525  -0.6674  -2.0558  0.26
H  -2.2935  -0.6015  -0.5098  0.16
H  -0.6887  1.9295  1.8156  0.13

---

Model c:
DFT (ωB97M-V with the def2-TZVPD basis set) results for a structure of composition C2H4N2O3.

Values from the calculation:
**Charge**: 0
**Lowest unoccupied orbital energy (alpha / beta)**: 0.27 / 0.07 eV
**2S+1**: 1
**Kohn-Sham gap (alpha / beta)**: 7.74 / 7.81 eV

Last column: Löwdin charge in e.
Element x y z (Å)
C  0.8577  -0.4986  -0.0331  -0.45
C  -1.0099  -1.1990  -0.0358  -0.27
N  -1.6939  1.3179  -0.0124  0.05
O  1.4092  -0.2982  -1.2550  0.10
O  1.7364  -0.2271  0.9780  0.08
N  -0.4557  -0.0824  0.1288  0.06
O  -1.7855  -2.0567  -0.1183  0.21
H  2.3621  -0.1685  -1.1571  0.12
H  1.3427  -0.4568  1.8283  0.12
H  -1.2710  1.9946  0.6253  -0.01
H  -1.4920  1.6747  -0.9488  0.00

---

What are the relative energies? In kJ/mol: model a 0.0; model b 484.4; model c 394.2.